A gas-phase ion, C19H40N4O2P (charge +1) at a distorted geometry, computed with ωB97M-V/def2-TZVPD.

Calculated values
Charge: +1
HOMO-LUMO gap: 0.2672 Eh
SMILES: CCCCCCCN1C[C@](CC=O)(CCCCCN)N([PH2]=O)/C1=[NH+]\CC

Each line ends with the Mulliken charge.
Geometry (Å):
C 3.036 -2.060 2.980  -0.9733
C 1.564 -2.675 3.384  -0.1125
C 0.801 -1.583 4.369  -0.6034
C -0.777 -2.024 4.512  -0.5594
C -1.665 -0.810 3.823  -0.7922
C -1.561 -1.038 2.187  0.9233
C -1.836 0.429 1.468  -1.0105
N -1.428 0.352 0.016  0.3963
C 0.081 0.466 -0.281  -0.5317
C 0.022 0.094 -1.877  1.4079
C 1.390 -0.286 -2.695  -0.9487
C 2.734 -0.446 -1.771  -0.0772
O 3.237 0.460 -0.927  -0.4682
C -0.633 1.289 -2.844  -1.4266
C -0.157 2.802 -2.424  -0.4497
C 1.437 3.117 -2.669  -0.1918
C 1.822 4.711 -2.721  -0.7008
C 2.001 5.415 -1.241  -0.2165
N 3.438 5.951 -1.065  -0.6865
N -0.796 -1.209 -1.756  -0.1075
P -0.020 -2.570 -0.916  0.4246
O -1.017 -3.387 0.046  -0.5460
C -1.950 -0.795 -0.821  -0.3553
N -3.228 -1.368 -0.798  0.0594
C -3.649 -2.510 -1.732  -0.4113
C -4.026 -3.907 -0.954  -0.7316
H 3.829 -2.481 3.734  0.3210
H 3.371 -2.407 1.907  0.2273
H 2.964 -0.876 3.005  0.2507
H 1.684 -3.721 3.945  0.3618
H 0.952 -2.901 2.409  -0.0329
H 1.312 -1.547 5.446  0.3364
H 0.962 -0.517 3.885  0.2336
H -1.117 -2.264 5.615  0.3572
H -0.941 -3.038 3.903  0.2863
H -1.150 0.237 4.052  0.3213
H -2.764 -0.736 4.226  0.3455
H -0.505 -1.389 1.824  -0.6133
H -2.352 -1.851 1.818  0.1092
H -1.352 1.335 2.046  0.3989
H -3.020 0.569 1.482  0.2206
H 0.778 -0.141 0.443  -0.0559
H 0.285 1.572 0.061  0.4935
H 1.181 -1.328 -3.238  0.3935
H 1.635 0.468 -3.583  0.4180
H 3.346 -1.461 -1.905  0.3004
H -1.819 1.261 -2.708  0.2189
H -0.453 1.064 -3.995  0.4565
H -0.752 3.576 -3.112  0.4752
H -0.511 3.063 -1.315  0.1239
H 1.800 2.640 -3.679  0.1593
H 2.037 2.627 -1.789  0.1073
H 0.968 5.276 -3.331  0.2655
H 2.831 4.916 -3.323  0.3954
H 1.310 6.373 -1.110  0.2580
H 1.795 4.617 -0.385  0.1648
H 3.439 6.699 -0.333  0.2574
H 3.732 6.444 -1.947  0.2365
H 1.119 -2.222 -0.106  0.0033
H 0.466 -3.527 -1.908  0.1574
H -3.991 -1.015 -0.148  0.3804
H -2.819 -2.710 -2.548  0.2108
H -4.625 -2.207 -2.352  0.4185
H -3.222 -4.751 -1.122  0.2086
H -5.062 -4.333 -1.357  0.3043
H -4.158 -3.729 0.197  0.2138